DFT (ωB97M-V/def2-TZVPD) results for a 10-piece molecular cluster, C40H60O20 overall in a non-equilibrium geometry.

Output
Multiplicity = 2
Orbital gap (alpha / beta) = 7.247 / 2.276 eV
Total charge = +1
Highest occupied orbital energy (alpha / beta) = -11.124 / -11.124 eV

The geometry in XYZ format:
```
120
Properties=species:S:1:pos:R:3:forces:R:3
O -1.89088 1.12439 -5.54959 0.45 -1.10 -0.60
C -1.55963 -0.03421 -5.69227 -0.82 2.02 1.46
O -2.47980 -1.01251 -5.75428 -0.46 -0.32 0.00
C -1.82992 -2.29264 -5.63116 -0.36 0.49 -0.28
C -0.42932 -2.01471 -6.15892 -0.24 -1.83 0.99
C -0.18986 -0.62320 -5.63421 0.72 0.15 -1.53
H -2.45839 -3.00483 -6.16585 0.28 -0.06 -0.11
H -1.79340 -2.55464 -4.57375 -0.02 0.00 0.09
H -0.40272 -2.13714 -7.24170 0.16 0.32 0.05
H 0.20796 -2.76070 -5.68408 0.42 0.02 -0.35
H 0.46458 -0.12198 -6.34737 0.07 0.45 0.39
H 0.20702 -0.55618 -4.62124 -0.16 -0.08 -0.10
O 2.43096 -3.59045 -0.07349 -3.51 -2.44 -1.35
C 1.51450 -4.32497 -0.54874 3.47 2.47 1.12
O 0.80100 -3.92324 -1.61640 0.24 1.24 0.51
C -0.10388 -4.91581 -2.09598 0.71 -0.66 0.31
C 0.54622 -6.17245 -1.49425 -2.41 -1.18 -0.42
C 1.12374 -5.74280 -0.16481 0.97 0.69 -1.24
H -0.10810 -4.85300 -3.18416 0.16 -0.17 0.08
H -1.12328 -4.73024 -1.75762 0.04 0.12 0.31
H 1.24741 -6.61342 -2.20274 0.32 0.22 0.32
H -0.21250 -6.93003 -1.29799 -0.06 -0.19 -0.32
H 1.99515 -6.37790 -0.00542 0.00 0.41 0.79
H 0.42818 -5.69021 0.67276 -0.04 -0.35 -0.08
O -1.39243 3.87459 0.95800 -0.41 0.38 0.15
C -1.81577 4.92634 0.52842 0.09 -0.61 0.42
O -0.96418 5.88075 0.14211 -0.18 0.70 -0.42
C -1.69130 6.98090 -0.45640 -0.22 0.24 -1.22
C -3.09535 6.47055 -0.76210 0.15 -0.74 1.03
C -3.24990 5.40719 0.36877 -0.21 0.41 -0.66
H -1.30537 7.21937 -1.44750 0.89 0.03 0.37
H -1.65228 7.88017 0.15835 0.04 -0.28 0.29
H -3.07659 5.96568 -1.72795 -0.14 0.04 0.01
H -3.79331 7.30688 -0.80080 -0.21 -0.34 0.21
H -3.94823 4.59097 0.18377 0.21 0.04 -0.13
H -3.56137 5.88608 1.29708 0.10 0.03 0.17
O 1.99786 -1.50291 3.38442 -1.03 -1.81 -0.31
C 1.36130 -2.55639 3.32678 1.31 0.42 0.97
O 0.03361 -2.55675 3.37228 -0.62 0.92 0.30
C -0.58542 -3.86161 3.36296 0.99 0.18 0.12
C 0.60572 -4.81682 3.59529 -1.07 -0.54 0.81
C 1.84794 -4.03079 3.28653 -0.18 0.72 -1.52
H -1.07320 -3.88448 2.38846 0.01 -0.63 -0.02
H -1.33236 -3.96405 4.15015 0.02 0.49 -0.11
H 0.38006 -5.72386 3.03452 0.68 -0.08 -0.13
H 0.67497 -5.11222 4.64222 -0.49 -0.03 0.08
H 2.06758 -4.22562 2.23682 0.57 0.31 -0.18
H 2.74200 -4.26263 3.86532 -0.25 0.29 0.08
O -3.31226 -1.99738 4.49016 0.25 3.76 -1.58
C -3.26461 -0.92768 3.84805 -1.21 -2.72 1.11
O -4.14229 0.11287 4.02731 -0.26 -1.55 1.64
C -4.06983 1.13080 3.04286 0.68 -0.72 0.80
C -3.15944 0.51294 2.02566 0.56 2.07 -2.57
C -2.42028 -0.63309 2.62897 -0.65 -0.49 0.84
H -3.60749 1.98395 3.53933 -0.36 0.38 -0.16
H -5.07034 1.32665 2.65722 0.12 0.17 0.24
H -2.44844 1.27574 1.70832 0.17 0.19 -0.13
H -3.74323 0.38174 1.11458 0.17 -1.01 0.00
H -1.43445 -0.32331 2.97575 0.14 -0.42 -0.16
H -2.40187 -1.55505 2.04780 0.32 0.24 -0.08
O 6.40819 -0.80552 -1.10188 -1.13 -0.21 2.80
C 5.72269 -0.72817 -0.08309 0.40 0.46 -2.59
O 5.86630 -1.43404 1.05192 2.93 -0.86 -1.31
C 4.82688 -1.28001 1.92510 -2.69 0.61 0.86
C 4.21936 0.07655 1.53300 -0.80 -0.10 2.10
C 4.51104 0.16809 0.09632 0.11 0.89 -0.95
H 5.08300 -1.27649 2.98457 0.61 -0.21 -0.24
H 4.11697 -2.08949 1.75515 -0.14 -0.09 0.08
H 4.69537 0.82558 2.16582 0.35 0.32 -0.40
H 3.16570 0.16833 1.79657 -0.09 -0.33 -0.11
H 4.69988 1.19173 -0.22706 0.29 -0.16 -0.16
H 3.66846 -0.16479 -0.50977 0.15 -0.42 -0.16
O -1.06006 -0.72552 -2.61784 2.00 0.89 2.74
C -0.43105 -0.36600 -1.59354 -2.40 -1.00 -3.00
O 0.37793 0.66976 -1.57480 1.22 1.22 -1.33
C 0.89419 1.01324 -0.25694 -0.62 -1.02 -1.00
C 0.57112 -0.26403 0.48597 0.68 0.02 2.04
C -0.55878 -0.89791 -0.22345 -1.46 -0.45 0.16
H 0.33069 1.91123 -0.00358 0.08 -0.05 0.55
H 1.96713 1.20530 -0.25498 -0.18 0.22 -0.49
H 0.31802 0.01225 1.50954 0.12 -0.50 0.19
H 1.38469 -0.98932 0.49800 0.44 0.38 0.12
H -1.50844 -0.52800 0.16312 -0.25 0.04 -0.20
H -0.65384 -1.98364 -0.20760 0.34 0.08 0.02
O -0.16493 3.85049 6.10891 0.07 0.00 -0.70
C 0.20934 3.33720 5.05319 0.67 -2.09 0.35
O 0.17829 2.02143 4.86074 -1.55 2.53 3.26
C 0.51603 1.72682 3.55859 1.53 -0.72 -2.63
C 1.51024 2.83114 3.18938 -0.49 -0.04 -0.65
C 0.93433 4.07535 3.90987 -0.38 -0.24 0.07
H -0.37768 1.67787 2.93652 -0.12 0.58 -0.06
H 0.90824 0.71030 3.52779 0.41 -0.05 0.30
H 1.48467 2.96826 2.10835 0.26 0.32 -0.01
H 2.53953 2.67238 3.51102 -0.18 -0.34 0.02
H 0.16157 4.59126 3.33995 -0.12 0.05 -0.12
H 1.64626 4.80103 4.30309 -0.05 -0.12 -0.01
O 3.53093 3.28004 0.84800 0.14 0.19 -0.81
C 4.02795 3.95495 -0.02074 -1.30 0.31 -1.04
O 3.38567 4.20714 -1.25073 0.12 -1.18 1.59
C 4.03644 5.25922 -1.96730 -0.58 0.34 0.42
C 5.40837 5.31787 -1.37855 0.65 1.45 0.03
C 5.27262 4.77858 0.04667 0.50 -0.59 -0.72
H 3.48945 6.17896 -1.75999 -0.19 0.05 -0.02
H 4.02789 5.11249 -3.04735 -0.15 -0.45 0.19
H 5.68995 6.37009 -1.33793 0.45 -0.08 -0.20
H 6.07716 4.79551 -2.06264 0.34 -0.23 0.65
H 5.08514 5.49870 0.84315 0.18 0.36 -0.23
H 6.15154 4.19759 0.32604 -0.23 -0.15 0.21
O -4.16773 -1.94831 -0.48383 -0.40 -0.36 -0.86
C -4.62267 -2.42450 -1.50154 -0.19 -0.39 0.84
O -5.84129 -3.01985 -1.53587 -0.16 1.67 2.28
C -6.20746 -3.57164 -2.75261 1.36 -1.52 -1.06
C -5.18759 -3.01322 -3.77365 -0.56 1.19 0.69
C -4.01755 -2.50649 -2.85777 -0.86 -0.62 -1.55
H -7.25220 -3.41049 -3.01837 0.13 0.25 0.29
H -6.02755 -4.63014 -2.56472 -0.42 -0.40 -0.63
H -5.69538 -2.15580 -4.21535 0.30 -0.02 -0.48
H -4.87810 -3.72686 -4.53722 -0.09 0.16 0.10
H -3.62664 -1.52060 -3.10940 0.35 -0.34 -0.25
H -3.30475 -3.32253 -2.97650 0.67 0.48 0.74
```
Positions in Å, forces in eV/Å.

DFT (ωB97M-V/def2-TZVPD) results for a 4-piece molecular cluster, C40H61BBrClF12N2O12S overall in a non-equilibrium geometry.

Output
Multiplicity = 1
Orbital gap = 8.390 eV
Structure (SMILES) = CCCOC[C@](CCCBr)(CCCc1ccccc1)O[C@@H](B(N)O)[C@@H](CCC(F)=C(F)F)O[C@@H](N)CCCCS(=O)(=O)Cl.CCOC(=O)C(F)(F)F.CCOC(=O)C(F)(F)F.CCOC(=O)C(F)(F)F
Total charge = 0
Highest occupied orbital energy = -8.341 eV

The geometry in XYZ format:
```
131
Properties=species:S:1:pos:R:3:forces:R:3
C -6.09342 -1.10505 -2.41206 0.35 0.46 0.34
C -5.90368 0.37950 -2.78341 -0.27 -0.77 -0.25
C -5.21367 1.16483 -1.68655 -0.48 -0.41 0.15
O -3.83441 0.85199 -1.63051 0.14 0.13 -0.36
C -2.98344 1.97737 -1.72277 -0.14 -0.11 0.89
C -1.56562 1.54146 -2.11534 -0.08 0.12 -1.25
C -0.54986 2.64929 -1.80909 -0.03 0.62 -0.31
C -0.93973 4.02372 -2.39945 -0.23 0.24 0.67
C -1.66842 4.89311 -1.36166 -0.33 0.02 -0.75
Br -3.08119 5.94759 -2.24524 0.14 0.01 0.20
C -1.54031 1.30960 -3.65366 -0.55 -0.21 0.46
C -2.05074 -0.07122 -4.07261 0.21 0.14 -1.06
C -0.97437 -1.16156 -4.11431 0.12 0.22 1.07
C -1.36026 -2.49289 -3.51214 0.08 -0.49 -0.39
C -2.36078 -2.65775 -2.55922 -0.19 -0.23 0.09
C -2.65776 -3.90420 -2.00125 0.44 0.18 -0.42
C -1.94731 -5.03384 -2.39130 -0.15 0.60 -0.07
C -0.95942 -4.88521 -3.36143 0.03 0.01 0.08
C -0.66063 -3.63863 -3.91136 -0.37 -0.52 0.46
O -1.24882 0.28674 -1.54214 0.12 0.68 0.51
C -1.00177 0.30984 -0.13398 0.37 -1.21 0.17
B -1.81501 -0.91768 0.51563 -0.37 0.10 0.46
N -2.91918 -0.68957 1.43701 0.43 0.27 -0.76
O -1.46907 -2.20652 0.25299 0.38 0.06 -0.04
C 0.50641 0.15350 0.12372 -0.15 -0.15 -0.04
C 0.76583 -0.16513 1.59654 0.19 0.33 0.06
C 2.10615 0.35749 2.14184 0.60 0.76 0.93
C 2.54864 -0.44755 3.31915 1.34 -0.33 -0.49
F 2.33200 0.01016 4.57749 -1.77 -0.56 0.09
C 3.15769 -1.65037 3.15950 -0.44 0.75 0.21
F 2.68210 -2.82413 3.53270 0.80 0.04 1.14
F 4.32570 -1.78776 2.55362 -0.41 -0.49 -1.26
O 0.95104 -0.88535 -0.74690 0.14 0.81 0.05
C 2.33666 -0.98127 -0.86425 0.03 -1.79 -0.64
N 2.83498 -1.96863 0.11349 0.40 0.60 -0.13
C 2.64848 -1.41766 -2.31935 0.60 0.54 -0.01
C 3.20650 -0.20589 -3.09622 -0.75 -0.27 0.13
C 3.02107 -0.22280 -4.61786 0.43 0.15 0.42
C 3.41972 -1.54845 -5.26973 0.83 0.61 -0.31
S 2.59006 -1.77676 -6.84919 -1.14 -0.23 0.19
O 1.87325 -0.59213 -7.19027 0.38 0.34 -0.13
O 1.86896 -3.00739 -6.84930 0.33 -0.36 0.07
Cl 4.10640 -1.97308 -8.21916 0.02 0.05 0.24
H -6.98358 -1.53726 -2.85846 0.06 -0.10 -0.22
H -6.20128 -1.18517 -1.32834 -0.10 -0.12 0.05
H -5.20669 -1.67162 -2.68632 -0.08 -0.23 -0.07
H -5.33182 0.40993 -3.71212 0.05 0.34 -0.04
H -6.88698 0.79869 -2.99663 0.00 0.28 0.10
H -5.65619 0.83245 -0.74134 -0.05 0.25 0.16
H -5.41831 2.23169 -1.78869 0.31 0.13 -0.04
H -3.38659 2.69912 -2.43538 0.10 0.07 -0.13
H -2.97675 2.47641 -0.74570 0.08 -0.03 0.04
H 0.39878 2.38472 -2.27372 0.13 -0.34 0.22
H -0.39318 2.81778 -0.74283 0.07 -0.29 0.12
H -0.05116 4.57814 -2.69150 0.11 -0.10 -0.20
H -1.57442 3.93763 -3.27323 0.08 -0.16 -0.18
H -1.00964 5.62087 -0.90826 0.01 0.01 0.23
H -2.19813 4.30830 -0.62275 0.07 0.06 0.20
H -0.54611 1.51177 -4.05463 0.12 -0.16 -0.03
H -2.21193 2.04589 -4.09238 0.10 0.14 -0.12
H -2.91211 -0.34465 -3.47785 0.04 -0.04 0.18
H -2.42288 0.04186 -5.09430 -0.15 -0.03 -0.04
H -0.56178 -1.29116 -5.11328 -0.15 -0.11 -0.18
H -0.14270 -0.79599 -3.50164 0.08 -0.03 0.04
H -2.93394 -1.81173 -2.20684 0.10 0.14 -0.01
H -3.43259 -3.96364 -1.24998 -0.08 -0.08 0.05
H -2.17066 -5.99161 -1.94449 0.05 -0.13 -0.08
H -0.42166 -5.76476 -3.69243 0.10 0.04 -0.06
H 0.12106 -3.60072 -4.65607 0.05 0.24 -0.19
H -1.37232 1.21457 0.35250 0.15 0.25 -0.12
H -3.75790 -1.09817 1.04039 -0.21 -0.10 0.48
H -3.07404 0.29100 1.62692 -0.30 -0.02 -0.01
H -1.87310 -2.81714 0.87672 -0.18 -0.07 -0.09
H 1.04356 1.07016 -0.15224 -0.02 0.11 -0.03
H -0.01473 0.31659 2.19208 -0.13 -0.12 0.07
H 0.71116 -1.23831 1.75780 -0.13 -0.09 -0.16
H 2.92592 0.35133 1.42541 -0.16 -0.01 -0.27
H 1.96789 1.38429 2.48982 0.20 0.17 -0.26
H 2.86057 -0.03577 -0.70204 -0.19 0.17 0.33
H 3.84557 -1.85140 0.13711 0.02 -0.10 0.23
H 2.70142 -2.89759 -0.27135 -0.30 -0.06 0.07
H 3.42173 -2.18672 -2.29099 0.01 -0.12 0.01
H 1.77669 -1.86780 -2.79305 -0.25 0.15 0.09
H 2.65585 0.66532 -2.73402 0.06 0.18 -0.07
H 4.24393 -0.05483 -2.79448 0.12 -0.01 -0.16
H 3.68021 0.54103 -5.02784 -0.17 0.16 -0.18
H 2.00892 0.08955 -4.84857 -0.21 -0.29 -0.10
H 4.47492 -1.47516 -5.52928 0.09 -0.21 0.04
H 3.30584 -2.42981 -4.64784 -0.47 -0.17 -0.19
C 1.76955 -5.12713 5.39042 -0.17 0.01 0.22
C 1.69256 -6.56629 4.93276 0.29 0.33 -0.32
O 1.16851 -7.42138 5.96969 -0.01 -0.17 0.06
C -0.14865 -7.43735 6.09858 0.24 0.16 -0.26
O -0.93746 -6.81949 5.44834 -0.18 -0.05 0.07
C -0.54804 -8.42541 7.20855 -0.11 -0.14 0.29
F 0.21972 -8.27846 8.29387 0.02 0.03 -0.03
F -0.41195 -9.68608 6.77493 0.04 0.02 -0.07
F -1.81357 -8.24640 7.57074 -0.01 0.05 -0.08
H 2.34679 -5.05030 6.31290 0.09 -0.02 -0.06
H 2.23964 -4.50930 4.62643 -0.06 -0.24 0.15
H 0.77665 -4.72617 5.59392 -0.02 -0.01 -0.10
H 2.68738 -6.94853 4.71448 -0.02 -0.15 0.16
H 1.09429 -6.66941 4.02837 -0.16 -0.04 0.11
C -1.87854 5.98529 4.53470 -0.10 0.06 -0.30
C -2.65550 4.73746 4.89221 0.39 0.17 0.42
O -3.77081 4.54249 3.99739 -0.14 -0.09 -0.05
C -3.49251 3.98547 2.83395 0.19 0.07 0.37
O -2.41663 3.62943 2.44781 -0.02 -0.11 -0.22
C -4.78208 3.80299 2.01676 -0.38 0.08 -0.20
F -5.54901 4.89451 2.04323 0.11 0.03 0.03
F -5.50565 2.78512 2.50133 0.13 -0.06 0.07
F -4.48424 3.53282 0.74859 0.02 -0.03 -0.05
H -2.53959 6.85193 4.51037 0.00 0.00 0.11
H -1.09083 6.16141 5.26594 -0.02 -0.02 0.03
H -1.42160 5.89474 3.54965 0.06 -0.06 0.04
H -3.09006 4.83163 5.88460 -0.21 -0.02 -0.09
H -2.02009 3.85295 4.89374 -0.05 -0.05 -0.19
C 6.74612 2.69750 3.25284 -0.23 0.10 0.21
C 6.85906 3.24854 1.85117 0.42 -0.36 0.14
O 5.62713 3.88881 1.46202 -0.09 0.12 -0.18
C 5.46311 5.12710 1.90710 0.30 -0.27 0.00
O 6.22760 5.74994 2.57957 -0.09 0.19 0.04
C 4.13186 5.69228 1.38870 -0.45 0.23 -0.12
F 3.13449 4.81001 1.52560 0.04 -0.09 0.02
F 4.23345 5.99682 0.08691 0.11 -0.08 -0.02
F 3.79016 6.79869 2.03899 0.13 -0.02 0.09
H 5.88720 2.02958 3.33098 0.06 -0.08 -0.05
H 7.64536 2.14797 3.52847 0.02 0.00 -0.06
H 6.60054 3.50103 3.97408 0.09 0.02 -0.01
H 7.02061 2.44526 1.13542 -0.23 0.05 -0.11
H 7.69137 3.94414 1.75399 -0.13 0.16 0.04
```
Positions in Å, forces in eV/Å.